# C11H23F6LiN2O7S2

C11H23F6LiN2O7S2 as an isolated structure in a non-equilibrium geometry (ωB97M-V with the def2-TZVPD basis set, OMol25).

Summary:
E_HOMO   -10.0 eV
Maximum force   1.4 eV Å⁻¹
Gap between HOMO and LUMO   10.15 eV

Geometry as XYZ:
```
52
Properties=species:S:1:pos:R:3:mulliken_charge:R:1
Li 0.374 0.218 0.619 1.419
C 1.663 -2.779 0.441 0.663
F 2.067 -4.039 0.361 -0.225
F 2.200 -2.093 -0.565 -0.231
F 0.335 -2.727 0.319 -0.261
S 2.233 -2.111 2.043 0.939
O 1.749 -3.024 3.006 -0.605
O 3.625 -1.931 1.862 -0.639
N 1.406 -0.688 1.993 -0.646
S 1.735 0.182 3.303 0.780
O 2.696 -0.393 4.172 -0.624
O 1.850 1.576 2.965 -0.662
C 0.164 0.088 4.261 0.671
F -0.132 -1.164 4.594 -0.223
F 0.233 0.822 5.366 -0.230
F -0.867 0.561 3.516 -0.204
C -2.879 0.824 -1.241 -1.075
C -2.724 -0.370 -0.302 0.521
C -3.514 -1.566 -0.780 -1.452
O -1.327 -0.751 -0.136 -0.254
H -2.601 0.556 -2.265 0.277
H -2.196 1.614 -0.933 0.021
H -3.905 1.197 -1.222 0.442
H -3.039 -0.081 0.705 0.341
H -4.570 -1.304 -0.893 0.425
H -3.428 -2.420 -0.115 0.324
H -3.168 -1.863 -1.780 0.272
H -1.011 -1.101 -0.991 0.177
C -1.209 2.871 1.464 -1.105
O -0.235 2.130 0.721 0.378
C 0.699 2.944 0.052 -0.637
C 1.905 2.104 -0.276 -0.968
N 1.560 0.802 -0.931 -0.024
C 1.107 0.952 -2.318 -0.752
C 0.949 -0.361 -3.024 -0.764
O -0.160 -1.077 -2.551 -0.301
C -0.171 -2.401 -3.088 -0.972
H -1.536 3.749 0.899 0.375
H -0.792 3.196 2.420 0.262
H -2.049 2.207 1.650 0.241
H 1.015 3.784 0.674 0.434
H 0.219 3.334 -0.859 0.447
H 2.420 1.879 0.660 0.338
H 2.622 2.677 -0.889 0.443
H 2.438 0.285 -0.966 0.207
H 1.849 1.517 -2.923 0.406
H 0.197 1.552 -2.383 0.292
H 1.849 -0.974 -2.835 0.373
H 0.868 -0.183 -4.103 0.456
H -1.081 -2.885 -2.758 0.262
H 0.713 -2.959 -2.752 0.308
H -0.148 -2.376 -4.186 0.360
```